Formula: C4H8
Source: OMol25
Level of theory: ωB97M-V/def2-TZVPD

Frontier orbital gap   0.4127 hartree
Relative energy (zero: lowest compared OMol25 entry of this formula, charge and spin)   2.011 eV
Net charge   0
SMILES string   C=C.C=C
DFT total energy   -157.110040 a.u.

Last column: Löwdin charge in e.
CARTESIAN COORDINATES (ANGSTROEM)
C 2.211 2.193 0.057  -0.0683
C 1.050 1.602 -0.227  -0.0856
H 2.584 2.939 -0.640  0.0450
H 2.916 1.847 0.785  0.0385
H 0.366 2.105 -0.855  0.0280
H 0.495 1.099 0.565  0.0409
C -1.658 -1.327 0.199  -0.0930
C -1.501 -2.619 -0.041  -0.0791
H -2.122 -0.833 1.041  0.0434
H -1.515 -0.626 -0.622  0.0415
H -1.945 -3.388 0.583  0.0440
H -0.881 -2.992 -0.845  0.0447

---

Formula: C6H10N6O3
Source: OMol25
Level of theory: ωB97M-V/def2-TZVPD

Frontier orbital gap   0.2815 hartree
Net charge   0
SMILES string   O=C/C=C1\NC(=O)NC1=O.NN=C(N)N
DFT total energy   -788.867263 a.u.

Last column: Löwdin charge in e.
CARTESIAN COORDINATES (ANGSTROEM)
O -1.241 -0.055 -2.814  0.0663
C -1.255 -1.051 -2.195  -0.3349
C -0.172 -1.543 -1.412  -0.0023
C 0.935 -0.776 -1.210  -0.1341
N 1.120 0.503 -1.710  0.1851
C 2.366 0.966 -1.437  -0.5395
O 2.926 1.914 -1.829  0.1515
N 2.996 0.006 -0.610  0.2017
C 2.169 -1.110 -0.456  -0.3821
O 2.384 -2.201 0.066  0.0989
H -2.114 -1.819 -2.175  0.1342
H -0.360 -2.495 -1.019  0.1006
H 0.749 0.950 -2.456  0.1146
H 3.991 -0.129 -0.647  0.1637
N -1.970 -1.052 0.940  -0.0214
N -0.789 -0.639 1.592  -0.0072
C -0.260 0.456 1.206  -0.6244
N 0.997 0.765 1.707  0.0948
N -0.795 1.509 0.506  0.1230
H -2.288 -1.956 1.311  0.0795
H -2.860 -0.564 1.145  0.0871
H 1.141 -0.081 2.237  0.0857
H 1.062 1.779 2.106  0.1525
H 0.003 2.082 0.031  0.1317
H -1.380 1.281 -0.294  0.0750

---

Formula: C31H28N6O5PSTl
Source: OMol25
Level of theory: ωB97M-V/def2-TZVPD

Frontier orbital gap   0.1375 hartree
Relative energy (zero: lowest compared OMol25 entry of this formula, charge and spin)   1.323 eV
Net charge   -2
DFT total energy   -2814.835572 a.u.

Last column: Löwdin charge in e.
CARTESIAN COORDINATES (ANGSTROEM)
Tl -0.622 0.445 0.065  0.8371
C -2.187 -2.455 3.697  -0.0283
C -2.384 -1.540 2.523  -0.2711
N -2.039 -0.313 2.503  0.0199
N -1.265 0.136 3.537  -0.0370
C -1.111 1.489 3.719  -0.9598
N 0.103 1.817 4.212  0.0825
S -2.331 2.581 3.412  0.5194
C -2.960 -2.082 1.261  -0.2363
C -3.364 -3.410 1.172  -0.0227
C -3.814 -3.900 -0.042  -0.0748
C -3.845 -3.059 -1.140  -0.0662
C -3.406 -1.754 -0.965  -0.1323
N -2.983 -1.277 0.196  0.0694
H -2.011 -1.873 4.600  0.0728
H -1.334 -3.111 3.508  0.0715
H -3.077 -3.064 3.861  0.0720
H -0.496 -0.456 3.826  0.1462
H 0.902 1.290 3.821  0.0485
H 0.246 2.813 4.255  0.0772
H -3.284 -4.063 2.029  0.1005
H -4.117 -4.936 -0.132  0.0984
H -4.176 -3.406 -2.110  0.0962
H -3.355 -1.068 -1.805  0.1172
O -1.038 2.375 -2.618  -0.0097
C -0.061 2.077 -3.237  -0.2332
C 1.050 1.945 -3.938  -0.2423
C 1.063 2.249 -5.388  -0.1010
C 2.217 2.167 -6.097  -0.1889
C 3.454 1.775 -5.513  -0.1839
C 3.442 1.396 -4.167  -0.1821
C 2.322 1.403 -3.363  -0.3561
P 2.294 0.840 -1.632  1.0571
C 3.340 2.169 -0.892  -0.3357
C 2.637 3.276 -0.409  -0.0983
C 3.300 4.377 0.113  -0.1019
C 4.688 4.388 0.177  -0.1230
C 5.397 3.293 -0.298  -0.1059
C 4.731 2.197 -0.830  -0.0907
C 3.412 -0.625 -1.634  -0.3445
C 4.136 -0.978 -0.491  -0.0948
C 4.899 -2.140 -0.465  -0.0928
C 4.934 -2.982 -1.569  -0.1234
C 4.179 -2.664 -2.691  -0.1231
C 3.418 -1.503 -2.720  -0.1113
H 0.135 2.542 -5.865  0.0793
H 2.187 2.404 -7.158  0.0762
H 4.363 1.722 -6.099  0.0462
H 4.376 1.053 -3.731  0.0926
H 1.552 3.265 -0.447  0.0964
H 2.731 5.223 0.482  0.0916
H 5.211 5.235 0.605  0.0836
H 6.481 3.290 -0.251  0.0888
H 5.305 1.359 -1.205  0.0963
H 4.072 -0.354 0.396  0.0796
H 5.454 -2.390 0.432  0.0949
H 5.535 -3.885 -1.551  0.0838
H 4.180 -3.327 -3.549  0.0921
H 2.824 -1.263 -3.592  0.1084
O 3.374 0.196 2.915  -0.1463
N 2.186 0.408 2.648  -0.3372
O 1.863 0.391 1.437  -0.2973
O -0.123 -1.478 -2.006  -0.0800
C 0.161 -2.364 -1.207  -0.5626
C 0.722 -3.722 -1.625  -0.0883
C 0.706 -4.503 -0.319  -0.0987
C 0.271 -3.459 0.718  -0.5157
O 0.188 -3.732 1.914  -0.0128
N 0.004 -2.264 0.140  0.1033
H 1.725 -3.557 -2.022  0.0922
H 0.105 -4.144 -2.417  0.1085
H 1.673 -4.913 -0.027  0.1072
H -0.022 -5.316 -0.310  0.1028